[1]
The following is a quantum chemistry calculation of a structure of composition C44H44CsF2N10Se at a distorted geometry, from the Open Molecules 2025 dataset.

frontier orbital gap = 5.64 eV
spin multiplicity = 1
total energy = -4872.00106 hartree
molar mass = 962.767 g mol⁻¹
LUMO energy = 1.69 eV
net charge = -1
HOMO energy = -3.9489 eV

Element x y z (Å)
Cs: 11.89630 13.14098 15.59928
C: 8.94331 16.24900 14.94403
N: 9.07892 14.80269 14.78883
C: 8.00243 14.09776 14.86002
C: 7.93545 12.66768 14.76506
C: 6.72785 11.94991 14.87946
C: 7.08031 10.60441 14.75936
C: 8.46279 10.59390 14.59466
N: 9.00072 11.81408 14.55044
C: 8.58855 16.92567 13.64420
C: 7.48107 17.78594 13.58087
C: 7.14542 18.42227 12.39399
C: 7.89355 18.18394 11.24474
C: 8.90726 17.24948 11.27732
C: 9.26691 16.62640 12.45910
H: 9.87779 16.61736 15.35610
H: 8.15792 16.54417 15.69565
H: 7.05255 14.60703 15.04669
H: 5.75179 12.34776 15.05022
H: 6.49498 9.71175 14.81137
H: 9.04677 9.69078 14.44752
H: 6.87889 17.92485 14.46382
H: 6.24120 19.03202 12.33129
H: 7.61477 18.68904 10.31336
H: 9.41222 17.05147 10.34390
H: 10.08543 15.89881 12.48195
F: 12.15721 13.08547 21.81574
C: 12.51215 13.92010 20.79360
C: 12.54321 13.43868 19.51074
C: 12.91491 14.23520 18.40459
C: 13.17859 15.58725 18.68642
C: 13.13090 16.02368 20.00624
F: 13.45043 17.32257 20.35636
C: 12.82386 15.23326 21.08624
C: 13.42182 16.52628 17.55077
C: 13.86098 17.83848 17.73533
C: 13.98303 18.67060 16.64352
C: 13.68906 18.21238 15.36401
C: 13.32210 16.84851 15.27051
N: 13.19311 16.04514 16.30277
H: 12.26358 12.39313 19.38304
H: 12.83539 15.59731 22.09608
H: 14.18952 18.18327 18.70002
H: 14.29327 19.69151 16.80511
H: 13.79620 18.84118 14.47439
H: 13.10263 16.40723 14.30548
N: 17.05108 13.12928 15.32759
C: 15.87631 13.79036 15.24488
N: 14.90853 12.95297 15.05122
C: 15.54968 11.74235 15.03955
N: 16.84353 11.79120 15.19209
C: 14.84313 10.46187 14.86889
C: 15.48803 9.20380 14.88082
N: 14.83036 8.05195 14.84330
C: 13.48800 8.15485 14.80183
C: 12.84003 9.36995 14.71704
N: 13.49497 10.52411 14.79002
H: 17.99464 13.48445 15.40616
H: 15.75258 14.84588 15.36026
H: 16.57466 9.18121 14.91105
H: 12.90183 7.23938 14.79234
H: 11.77380 9.42755 14.56926
C: 9.38114 13.67487 8.69406
C: 9.81308 12.21320 8.66309
C: 9.25162 11.39002 9.84734
C: 9.85967 11.79011 11.20108
N: 11.24854 11.34509 11.26704
C: 12.34849 12.13624 11.27825
Se: 12.44547 13.94310 11.45098
N: 13.43644 11.31376 11.23964
C: 14.80290 11.82038 11.36753
C: 15.39611 12.32959 10.05360
C: 15.32934 11.39343 8.84651
C: 13.99504 11.36632 8.10725
C: 13.03108 9.98324 11.21876
C: 13.74308 8.79492 11.29263
C: 12.98729 7.63444 11.33140
C: 11.59148 7.66820 11.36076
C: 10.87363 8.85269 11.36663
C: 11.63582 10.00685 11.24633
H: 9.82244 14.26182 7.90913
H: 9.65164 14.19470 9.63495
H: 8.28445 13.77345 8.59221
H: 10.90672 12.21297 8.73936
H: 9.56149 11.77508 7.69498
H: 9.42042 10.34694 9.66176
H: 8.16726 11.53330 9.92057
H: 9.27751 11.40712 12.04466
H: 9.88850 12.86156 11.31927
H: 15.42893 11.00492 11.75632
H: 14.77134 12.62837 12.09273
H: 16.42555 12.59683 10.26149
H: 14.93112 13.27037 9.79360
H: 15.56619 10.38557 9.16587
H: 16.11614 11.66476 8.12479
H: 13.18114 10.94197 8.69134
H: 14.09352 10.79092 7.19964
H: 13.69851 12.36962 7.81406
H: 14.83663 8.78470 11.34802
H: 13.46210 6.64780 11.37438
H: 11.06726 6.71944 11.39994
H: 9.79728 8.89079 11.45490

Mulliken population analysis, charges in e, atoms 1 to 6: 1.025, -1.250, 0.103, -0.440, 0.205, -0.990


[2]
The following is a quantum chemistry calculation of a structure of composition C44H44FN4O4P2S2Sc, from the Open Molecules 2025 dataset.

frontier orbital gap = 3.57 eV
spin multiplicity = 1
total energy = -4562.83920 hartree
molar mass = 882.896 g mol⁻¹
LUMO energy = -1.93 eV
net charge = 0
HOMO energy = -5.5002 eV

Element x y z (Å)
Sc: -1.96190 -0.93744 -1.54221
S: 1.26391 0.97923 -1.28632
P: -0.41584 2.08690 -1.20692
C: -1.89342 1.22664 -1.12584
P: -3.41415 1.96340 -1.49269
S: -4.20751 1.62395 -3.28855
C: -3.48413 3.77658 -1.14244
C: -3.49976 4.23153 0.17579
C: -3.60277 5.58676 0.46135
C: -3.66224 6.51054 -0.57374
C: -3.63338 6.06938 -1.89152
C: -3.56189 4.70961 -2.17205
C: -4.60334 1.38016 -0.20255
C: -5.97690 1.50191 -0.41390
C: -6.88141 1.10558 0.55974
C: -6.42519 0.57909 1.76589
C: -5.06144 0.45137 1.98285
C: -4.15419 0.84767 1.00052
C: -0.27122 3.13974 0.30574
C: -0.15603 2.45230 1.51954
C: -0.09681 3.13107 2.72436
C: -0.14537 4.52459 2.74391
C: -0.26987 5.21557 1.55169
C: -0.34366 4.52482 0.34108
C: -0.19726 3.26313 -2.60058
C: -0.96844 3.15673 -3.75181
C: -0.72283 3.97849 -4.85004
C: 0.29919 4.91191 -4.80927
C: 1.09593 5.00746 -3.67134
C: 0.85869 4.18064 -2.58429
H: -3.43189 3.51856 0.99049
H: -3.62117 5.91996 1.49217
H: -3.73537 7.56982 -0.35461
H: -3.68262 6.78399 -2.70458
H: -3.58311 4.35339 -3.19445
H: -6.32617 1.89187 -1.36308
H: -7.94533 1.20441 0.37988
H: -7.13230 0.27277 2.52825
H: -4.69658 0.05306 2.92414
H: -3.08545 0.75161 1.15657
H: -0.12670 1.36792 1.49981
H: -0.01920 2.57843 3.65410
H: -0.10290 5.06101 3.68463
H: -0.33826 6.29687 1.55508
H: -0.48945 5.08300 -0.57538
H: -1.77410 2.43449 -3.79729
H: -1.34000 3.88374 -5.73600
H: 0.48523 5.55717 -5.66008
H: 1.91142 5.72075 -3.63965
H: 1.51046 4.22930 -1.72065
C: 2.73131 -6.93246 0.35460
C: 3.05178 -5.99729 -0.80081
N: 2.27971 -4.75463 -0.75733
C: 1.16303 -4.64399 -1.53040
C: 0.32904 -3.58011 -1.54922
C: -0.79614 -3.54197 -2.55966
O: -1.14168 -4.58077 -3.09371
O: -1.24347 -2.35336 -2.78570
C: 0.55395 -2.52387 -0.60302
O: -0.19041 -1.56915 -0.40240
C: 1.80843 -2.59224 0.16172
C: 2.15672 -1.48725 0.92778
C: 3.34024 -1.50445 1.60538
F: 3.73414 -0.40511 2.29287
C: 4.18774 -2.61382 1.57678
C: 3.83123 -3.71485 0.82645
C: 2.64681 -3.70599 0.07575
N: 5.44523 -2.62931 2.25946
C: 5.54137 -1.93841 3.53254
C: 6.75958 -2.44020 4.27316
N: 7.97486 -2.15665 3.41439
C: 7.85615 -2.81327 2.05630
C: 6.58136 -2.33167 1.40460
H: 3.32817 -7.84344 0.28413
H: 1.67706 -7.21130 0.33328
H: 2.93366 -6.46130 1.31854
H: 2.82278 -6.46956 -1.75326
H: 4.11298 -5.75079 -0.83016
H: 0.95451 -5.47674 -2.19274
H: 1.52126 -0.60340 0.89527
H: 4.47681 -4.58369 0.85316
H: 4.66004 -2.14184 4.13737
H: 5.60905 -0.84794 3.42376
H: 6.73147 -3.51755 4.41924
H: 6.90666 -1.93202 5.22348
H: 8.82988 -2.44956 3.88440
H: 8.04230 -1.14490 3.28145
H: 7.82262 -3.88475 2.24176
H: 8.74564 -2.55621 1.48592
H: 6.47437 -2.83715 0.44789
H: 6.65951 -1.25196 1.19165
N: -4.60242 -2.94781 1.11537
C: -3.81242 -2.63630 0.08157
O: -2.72255 -2.05639 0.27988
C: -4.26948 -2.93775 -1.30487
C: -4.06556 -1.63715 -2.10362
H: -4.36554 -2.59126 2.02607
H: -5.53222 -3.28510 0.94660
H: -5.29371 -3.33016 -1.28443
H: -3.62161 -3.72884 -1.69815
H: -4.86569 -0.93707 -1.85889
H: -4.14180 -1.84872 -3.16997

Mulliken population analysis, charges in e, atoms 1 to 6: -0.550, -0.559, 1.663, 0.148, 0.980, -0.432


[3]
The following is a quantum chemistry calculation of a cluster of 8 separate species, C44H45F7NO3P2 in total at a distorted geometry, from the Open Molecules 2025 dataset.

frontier orbital gap = 5.60 eV
spin multiplicity = 1
total energy = -3365.74747 hartree
molar mass = 830.782 g mol⁻¹
LUMO energy = 1.90 eV
net charge = -1
HOMO energy = -3.6932 eV

Element x y z (Å)
N: -1.70565 2.84369 -2.71144
P: -1.69852 1.69743 -3.87370
O: -1.27823 2.29170 -5.46002
O: -3.30829 1.02684 -3.94734
P: -0.33800 0.03625 -3.44947
C: 0.93031 1.18743 -2.57993
C: 0.67725 1.36785 -0.96157
O: 1.51363 2.20799 -0.31355
H: -1.43679 3.74748 -3.17716
H: -0.75709 3.14413 -5.42776
H: -3.21189 0.12133 -4.36773
H: -1.06070 -0.24288 -2.23509
H: -1.22097 -0.82994 -4.18787
H: 0.41173 0.23139 -4.69658
H: 0.50475 -1.13462 -3.20925
H: 0.88806 2.27909 -3.05971
H: 2.03990 0.79716 -2.78377
H: -0.12714 0.79444 -0.33051
F: -2.00709 6.39762 -3.36609
C: -3.22178 6.64364 -2.85752
C: -3.74176 5.79483 -1.88655
C: -5.00431 6.05353 -1.35304
C: -5.73807 7.15316 -1.80490
C: -5.20961 7.99638 -2.78349
C: -3.94254 7.74379 -3.30863
H: -3.16084 4.94083 -1.55387
H: -5.41650 5.40040 -0.58789
H: -6.72463 7.35201 -1.39172
H: -5.78427 8.84926 -3.13658
H: -3.51283 8.39401 -4.06340
F: 2.31777 -1.70024 -2.81955
C: 3.38088 -1.96667 -2.04921
C: 3.21848 -2.07400 -0.67234
C: 4.32421 -2.35649 0.12962
C: 5.58328 -2.51784 -0.45390
C: 5.73694 -2.40319 -1.83635
C: 4.62917 -2.13181 -2.63898
H: 2.23439 -1.93726 -0.23607
H: 4.20640 -2.45011 1.20633
H: 6.44622 -2.73374 0.17243
H: 6.71858 -2.52511 -2.28782
H: 4.72904 -2.04822 -3.71610
F: -8.07479 8.78929 -0.13073
C: -7.83709 10.10766 -0.12599
C: -7.36298 10.72158 -1.28009
C: -7.12024 12.09514 -1.27714
C: -7.34422 12.83829 -0.11553
C: -7.81539 12.21204 1.03935
C: -8.06861 10.84059 1.03269
H: -7.18694 10.12678 -2.17042
H: -6.75688 12.58592 -2.17661
H: -7.15051 13.90882 -0.11236
H: -7.98507 12.79179 1.94345
H: -8.44354 10.33927 1.91883
F: -1.24758 -2.65030 0.24069
C: -0.60414 -3.75798 0.63266
C: -1.09862 -5.00377 0.26230
C: -0.42611 -6.15721 0.66588
C: 0.72852 -6.05209 1.44534
C: 1.21411 -4.79726 1.81619
C: 0.54769 -3.64388 1.40310
H: -2.00150 -5.06611 -0.33635
H: -0.80020 -7.13569 0.37503
H: 1.25023 -6.95213 1.76364
H: 2.11063 -4.71805 2.42634
H: 0.91628 -2.66029 1.67480
F: 3.29974 -6.59457 3.52673
C: 3.65615 -5.94747 4.64425
C: 3.44210 -6.54763 5.88023
C: 3.81775 -5.87641 7.04382
C: 4.39388 -4.60652 6.95876
C: 4.59998 -4.01040 5.71374
C: 4.23451 -4.68655 4.55000
H: 2.98570 -7.53096 5.92715
H: 3.66180 -6.34029 8.01462
H: 4.68262 -4.08148 7.86680
H: 5.04478 -3.02023 5.65023
H: 4.39572 -4.24175 3.57363
F: 2.25088 -8.72430 7.79691
C: 1.03619 -8.47828 8.30547
C: 0.51621 -9.32710 9.27644
C: -0.74633 -9.06839 9.80995
C: -1.48010 -7.96876 9.35809
C: -0.95164 -7.12554 8.37950
C: 0.31543 -7.37814 7.85437
H: 1.09714 -10.18109 9.60913
H: -1.15853 -9.72152 10.57511
H: -2.46666 -7.76991 9.77127
H: -1.52630 -6.27266 8.02642
H: 0.74514 -6.72791 7.09959
F: 1.83701 0.73590 -6.70212
C: 3.15111 0.61975 -6.93505
C: 4.05658 1.18412 -6.04327
C: 5.42501 1.05899 -6.28269
C: 5.87291 0.37953 -7.41825
C: 4.95612 -0.17912 -8.31006
C: 3.58815 -0.06345 -8.06446
H: 3.69004 1.71544 -5.17103
H: 6.14118 1.48993 -5.58747
H: 6.94025 0.28603 -7.60694
H: 5.30702 -0.70394 -9.19535
H: 2.86188 -0.49932 -8.74246

Mulliken population analysis, charges in e, atoms 1 to 6: -0.522, 0.615, -0.566, -0.568, 0.409, -0.265


[4]
The following is a quantum chemistry calculation of a structure of composition C44H45N3O5P at a distorted geometry, from the Open Molecules 2025 dataset.

frontier orbital gap = 5.59 eV
spin multiplicity = 1
total energy = -2585.09073 hartree
molar mass = 726.834 g mol⁻¹
LUMO energy = -4.53 eV
net charge = +1
HOMO energy = -10.1230 eV

Element x y z (Å)
C: -2.97114 6.38607 0.28949
N: -2.90824 4.94164 0.25994
C: -4.03551 4.17422 0.35885
O: -5.18442 4.59572 0.47210
C: -3.58374 2.71076 0.29996
C: -4.30829 1.94055 -0.80593
C: -5.79289 1.78419 -0.55170
C: -6.70462 2.03836 -1.58232
C: -8.07814 1.97903 -1.33431
C: -8.55054 1.64733 -0.05791
C: -7.63557 1.34198 0.95563
C: -6.26031 1.39340 0.70760
N: -2.13292 2.81650 0.11410
C: -1.33935 1.72914 0.04278
C: 0.04925 1.84315 -0.09045
C: 1.08895 0.94049 -0.14674
C: 2.42873 1.39412 -0.30772
C: 3.47745 0.49749 0.03329
C: 4.80141 0.83163 -0.07574
C: 5.15171 2.16581 -0.35883
N: 6.50152 2.57303 -0.18955
O: 6.79066 3.78727 -0.29149
O: 7.36415 1.70006 0.06797
C: 4.15517 3.09953 -0.69840
C: 2.82767 2.71332 -0.73149
C: -1.65217 4.22163 0.11933
C: -0.99582 4.61115 -1.21589
C: -0.76103 4.57217 1.32619
H: -4.00455 6.70043 0.45819
H: -2.34152 6.77958 1.09587
H: -2.62064 6.81520 -0.65822
H: -3.78830 2.23976 1.27653
H: -4.16496 2.47669 -1.76366
H: -3.83419 0.95002 -0.90699
H: -6.31494 2.31006 -2.56707
H: -8.77598 2.20926 -2.14061
H: -9.62447 1.63335 0.14054
H: -7.99277 1.07484 1.94960
H: -5.54747 1.14972 1.49812
H: -1.83091 0.75462 0.10995
H: 0.38276 2.87260 -0.11185
H: 1.00782 -0.26033 0.05846
H: 3.21295 -0.49589 0.41092
H: 5.59256 0.11184 0.10256
H: 4.47449 4.11447 -0.91325
H: 2.08431 3.42946 -1.08162
H: -1.77647 4.67968 -1.98501
H: -0.49578 5.58280 -1.11140
H: -0.27323 3.86490 -1.54795
H: -1.37765 4.59435 2.23439
H: 0.02300 3.83262 1.47914
H: -0.30574 5.56005 1.17196
C: -3.31350 -1.47044 -2.48194
C: -2.57329 -2.02681 -1.30056
O: -1.22639 -1.47986 -1.42936
C: -0.42666 -1.90644 -0.43576
C: 1.00656 -1.45993 -0.52433
P: 2.10096 -2.75027 0.12131
C: 1.85478 -4.48065 -0.40020
C: 2.94827 -5.36526 -0.52240
C: 2.76054 -6.72651 -0.77602
C: 1.47137 -7.23917 -0.94002
C: 0.37764 -6.37153 -0.85320
C: 0.56769 -5.01485 -0.58198
C: 3.87569 -2.56184 -0.28457
C: 4.88705 -2.59571 0.70034
C: 6.23426 -2.49725 0.33389
C: 6.59080 -2.34930 -1.01059
C: 5.59380 -2.31145 -1.99292
C: 4.25191 -2.43414 -1.63559
C: 1.92739 -2.69353 1.93077
C: 2.15202 -3.87051 2.67089
C: 1.94828 -3.88493 4.05148
C: 1.51908 -2.72787 4.70844
C: 1.31425 -1.55171 3.98057
C: 1.53320 -1.52078 2.60142
O: -0.89266 -2.56827 0.49363
H: -4.26049 -1.99950 -2.60650
H: -3.55013 -0.40956 -2.35059
H: -2.70532 -1.56279 -3.39019
H: -3.03860 -1.70871 -0.35693
H: -2.51706 -3.12665 -1.32791
H: 1.26725 -1.23760 -1.56359
H: 3.96757 -4.99237 -0.41277
H: 3.62881 -7.38581 -0.83887
H: 1.31639 -8.30280 -1.12875
H: -0.63703 -6.74978 -0.98348
H: -0.29292 -4.36383 -0.46766
H: 4.62097 -2.69831 1.75390
H: 7.01468 -2.53787 1.09964
H: 7.64424 -2.27926 -1.29466
H: 5.86767 -2.19453 -3.04632
H: 3.47641 -2.42542 -2.40784
H: 2.46340 -4.78837 2.16353
H: 2.11459 -4.80913 4.60558
H: 1.33474 -2.74261 5.78311
H: 0.97032 -0.64948 4.48445
H: 1.38112 -0.58641 2.05516

Mulliken population analysis, charges in e, atoms 1 to 6: -0.968, 0.294, 0.158, -0.692, -0.060, 0.317